Below is a molecular structure, C3H9NO3, with properties calculated with the ωB97M-V functional and the def2-TZVPD basis.

XYZ file:
```
16
Properties=species:S:1:pos:R:3:lowdin_charge:R:1
O 2.024 0.882 -1.063 -0.06
C 0.938 0.411 -0.518 -0.25
C -0.332 0.059 -1.438 -0.06
N -0.928 0.588 -0.100 -0.08
C -2.219 -0.156 0.312 -0.32
O -2.058 -1.099 1.262 -0.01
H 0.981 0.138 0.544 0.10
H -0.291 -0.990 -1.675 0.11
H -0.070 0.741 -2.230 0.10
H -1.261 1.560 -0.403 0.15
H -2.943 0.619 0.574 0.11
H -2.619 -0.603 -0.647 0.13
H -1.109 -0.945 1.397 0.10
H 3.500 -0.623 0.650 0.01
H 3.095 0.162 1.769 0.02
O 3.292 -0.744 1.565 -0.04
```

The energy above the lowest of the compared OMol25 structures with the same formula, charge and spin is 491.52 kJ/mol. The value obtained for the max |F| is 8.34 eV Å⁻¹. The value obtained for the lowest unoccupied orbital energy is 0.5 eV.

***

Below is a molecular structure, C3H9NO3, with properties calculated with the ωB97M-V functional and the def2-TZVPD basis.

XYZ file:
```
16
Properties=species:S:1:pos:R:3:lowdin_charge:R:1
C 0.029 1.932 -0.591 -0.38
O 0.564 2.117 -1.837 -0.02
O -1.271 1.501 -0.590 -0.04
H -1.251 0.624 -0.155 0.04
H -0.123 2.097 -2.511 0.09
H 0.164 2.829 0.021 0.12
H 0.558 0.793 0.004 0.13
C 1.704 -0.857 0.921 -0.12
C -1.748 -1.896 0.305 -0.06
O 0.402 -0.533 0.416 -0.30
N -0.550 -2.047 0.592 0.12
H 1.736 -1.892 1.253 0.07
H 2.453 -0.724 0.139 0.09
H 1.932 -0.223 1.786 0.09
H -2.126 -1.037 -0.272 0.09
H -2.473 -2.684 0.520 0.09
```

The energy above the lowest of the compared OMol25 structures with the same formula, charge and spin is 649.64 kJ/mol. The value obtained for the max |F| is 4.47 eV Å⁻¹. The value obtained for the lowest unoccupied orbital energy (alpha / beta) is -0.4 / -0.4 eV.

***

Below is a molecular structure, C3H9NO3, with properties calculated with the ωB97M-V functional and the def2-TZVPD basis.

XYZ file:
```
16
Properties=species:S:1:pos:R:3:lowdin_charge:R:1
O -1.428 -0.429 0.247 0.15
O -0.049 -1.311 -1.285 0.14
C -0.349 -0.790 -0.107 -0.47
N 2.056 1.217 -0.533 -0.02
C 0.900 -0.538 0.727 -0.08
C 1.301 0.959 0.654 -0.29
H -0.778 -1.593 -1.901 0.17
H 2.170 2.236 -0.551 0.08
H 1.599 0.966 -1.416 0.08
H 1.713 -1.256 0.504 0.13
H 0.587 -0.699 1.776 0.13
H 1.855 1.200 1.581 0.12
H 0.384 1.578 0.638 0.12
O -3.507 -0.322 -0.411 -0.12
H -3.913 -0.870 0.299 0.03
H -2.542 -0.348 -0.222 -0.18
```

The energy above the lowest of the compared OMol25 structures with the same formula, charge and spin is 187.69 kJ/mol. The value obtained for the max |F| is 3.78 eV Å⁻¹. The value obtained for the lowest unoccupied orbital energy is 0.5 eV.

***

Below is 2 unconnected molecules or ions with the total composition C3H9NO3, with properties calculated with the ωB97M-V functional and the def2-TZVPD basis.

XYZ file:
```
16
Properties=species:S:1:pos:R:3:lowdin_charge:R:1
O -2.129 -1.688 0.695 0.04
C -1.510 -1.037 -0.098 -0.25
C -0.063 -0.566 0.014 -0.23
N 0.376 0.397 -0.870 -0.05
C 1.763 0.377 -1.207 -0.31
O 2.640 0.393 -0.076 -0.10
H -2.023 -0.476 -1.020 0.15
H 0.598 -1.377 0.089 0.12
H 0.138 -0.172 1.009 0.13
H 0.087 1.327 -0.795 0.11
H 1.961 -0.587 -1.744 0.13
H 1.929 1.102 -1.953 0.10
H 3.359 -0.391 -0.146 0.16
O -2.278 1.053 1.768 -0.02
H -2.540 1.542 2.499 0.00
H -2.311 0.102 1.835 0.01
```

The energy above the lowest of the compared OMol25 structures with the same formula, charge and spin is 278.34 kJ/mol. The value obtained for the max |F| is 3.96 eV Å⁻¹. The value obtained for the lowest unoccupied orbital energy is 0.7 eV. As for the structure (SMILES): O=CCNCO.O.